Arrangement one

The following is a quantum chemistry calculation of C41H58AgO9P2 as an isolated structure, from the OMol25 dataset.

Computed properties:
- Frontier orbital gap: 0.179 hartree
- LUMO: 0.073 Ha
- Molecular weight: 864.7 Da
- E_HOMO: -2.9 eV
- Charge: -1

Structure (XYZ):
```
111
C41H58AgO9P2 (the ωB97M-V functional and the def2-TZVPD basis)
Ag 0.80 -0.09 0.73
C 3.11 -2.27 -4.44
C 2.14 -1.21 -3.93
C 2.70 -0.45 -2.74
O 0.86 -1.83 -3.66
P 0.29 -2.28 -2.24
O 0.22 -1.30 -1.17
C 1.21 -3.82 -1.81
P 1.05 -4.04 -0.01
O 1.75 -3.09 0.85
O 1.61 -5.49 0.38
C 1.55 -6.77 -0.26
C 2.62 -6.88 -1.33
C 0.17 -7.12 -0.80
O -0.53 -4.14 0.11
C -1.20 -3.86 1.38
C -2.10 -5.05 1.67
C -1.98 -2.57 1.25
O -1.17 -2.75 -2.63
C -1.58 -3.47 -3.80
C -2.73 -4.36 -3.36
C -2.00 -2.47 -4.87
H 3.96 -1.80 -4.94
H 2.61 -2.92 -5.16
H 3.49 -2.88 -3.63
H 1.93 -0.51 -4.74
H 2.91 -1.14 -1.91
H 2.01 0.31 -2.38
H 3.64 0.03 -3.03
H 2.27 -3.70 -2.02
H 0.81 -4.66 -2.37
H 1.79 -7.47 0.55
H 2.35 -6.30 -2.21
H 2.75 -7.92 -1.62
H 3.57 -6.50 -0.94
H -0.12 -6.44 -1.60
H -0.58 -7.06 -0.01
H 0.19 -8.13 -1.19
H -0.44 -3.75 2.15
H -2.84 -5.16 0.88
H -2.62 -4.91 2.62
H -1.51 -5.97 1.73
H -2.66 -2.62 0.39
H -1.29 -1.74 1.10
H -2.55 -2.39 2.16
H -0.74 -4.08 -4.17
H -3.56 -3.74 -3.05
H -2.42 -4.99 -2.52
H -3.04 -5.00 -4.19
H -2.77 -1.82 -4.47
H -2.39 -3.00 -5.75
H -1.15 -1.86 -5.16
C 0.55 5.28 3.99
C 0.56 4.75 2.58
C 1.61 5.03 1.72
C 1.65 4.50 0.43
C 2.76 4.88 -0.51
C 0.65 3.61 0.01
C -0.42 3.38 0.87
C -2.32 1.98 1.42
C -0.48 3.95 2.13
C 0.87 2.79 -1.28
O 0.95 3.38 -2.36
O 1.02 1.56 -1.04
H 1.18 6.16 4.07
H 0.94 4.52 4.68
H -0.46 5.53 4.31
H 2.42 5.66 2.06
H 3.26 5.79 -0.16
H 2.36 5.05 -1.51
H 3.50 4.08 -0.58
H -2.99 1.30 0.91
H -2.91 2.73 1.94
H -1.66 1.43 2.09
H -1.31 3.76 2.79
C 0.31 0.05 2.78
C -0.08 -0.23 3.90
C -0.50 -0.60 5.21
C -1.23 -1.78 5.41
C -1.62 -2.18 6.68
C -1.29 -1.41 7.78
C -0.57 -0.24 7.61
C -0.18 0.17 6.34
H -1.48 -2.38 4.54
H -2.17 -3.10 6.81
H -1.59 -1.72 8.78
H -0.30 0.36 8.47
H 0.39 1.08 6.21
C -2.60 2.61 -6.27
C -2.48 2.81 -4.78
C -2.55 4.07 -4.21
C -2.46 4.27 -2.84
C -2.51 5.67 -2.31
C -2.29 3.17 -1.96
C -2.38 3.42 -0.55
O -1.51 2.59 0.38
C -2.24 1.88 -2.54
C -2.16 0.64 -1.70
C -2.32 1.73 -3.92
H -2.59 3.56 -6.79
H -3.54 2.10 -6.53
H -1.79 1.99 -6.66
H -2.66 4.93 -4.86
H -2.57 6.39 -3.12
H -1.61 5.89 -1.72
H -3.37 5.82 -1.65
H -2.32 4.44 -0.20
H -3.07 0.54 -1.09
H -1.29 0.64 -1.05
H -2.09 -0.25 -2.33
H -2.26 0.73 -4.34
```

---

Arrangement two

The following is a quantum chemistry calculation of C41H58AgO9P2 as an isolated structure, from the OMol25 dataset.

Computed properties:
- Frontier orbital gap: 0.247 hartree
- LUMO: 0.074 Ha
- Molecular weight: 864.7 Da
- E_HOMO: -4.7 eV
- Charge: -1

Structure (XYZ):
```
111
C41H58AgO9P2 (the ωB97M-V functional and the def2-TZVPD basis)
Ag -0.47 0.50 -0.71
C 6.30 -0.97 -0.75
C 5.51 0.33 -0.69
C 4.88 0.61 0.66
O 4.54 0.37 -1.77
P 3.09 -0.21 -1.93
O 1.98 0.58 -1.40
C 3.08 -1.87 -1.21
P 1.41 -2.55 -1.08
O 0.55 -1.87 -0.11
O 1.58 -4.07 -0.67
C 2.38 -5.13 -1.23
C 3.74 -5.17 -0.56
C 2.46 -5.09 -2.74
O 0.91 -2.53 -2.58
C -0.49 -2.19 -2.93
C -1.19 -3.47 -3.33
C -0.43 -1.14 -4.01
O 2.99 -0.41 -3.50
C 4.04 -1.00 -4.29
C 3.36 -1.91 -5.30
C 4.85 0.10 -4.95
H 7.19 -0.87 -0.13
H 6.62 -1.19 -1.77
H 5.71 -1.81 -0.37
H 6.19 1.15 -0.96
H 4.44 -0.30 1.08
H 4.10 1.37 0.60
H 5.65 0.96 1.35
H 3.46 -1.82 -0.19
H 3.72 -2.54 -1.80
H 1.83 -6.03 -0.94
H 4.39 -4.36 -0.90
H 4.24 -6.11 -0.78
H 3.63 -5.09 0.52
H 3.00 -4.21 -3.10
H 1.47 -5.09 -3.19
H 3.01 -5.97 -3.09
H -0.95 -1.78 -2.03
H -0.69 -3.92 -4.20
H -2.22 -3.25 -3.60
H -1.19 -4.19 -2.51
H 0.07 -1.54 -4.90
H 0.09 -0.26 -3.66
H -1.45 -0.84 -4.27
H 4.69 -1.59 -3.64
H 2.74 -1.32 -5.98
H 2.72 -2.62 -4.79
H 4.11 -2.45 -5.89
H 4.21 0.71 -5.58
H 5.65 -0.33 -5.56
H 5.30 0.75 -4.19
C 0.08 -0.09 7.18
C 0.39 0.47 5.81
C 0.08 1.78 5.48
C 0.36 2.30 4.22
C -0.01 3.72 3.87
C 0.98 1.50 3.27
C 1.29 0.17 3.57
C 1.88 -0.74 2.53
C 1.00 -0.32 4.84
C 1.28 2.06 1.88
O 2.43 2.48 1.69
O 0.31 2.02 1.08
H -0.36 0.68 7.82
H 0.98 -0.46 7.67
H -0.63 -0.92 7.12
H -0.40 2.42 6.22
H -0.55 4.20 4.69
H -0.64 3.74 2.98
H 0.88 4.31 3.64
H 2.27 -0.17 1.69
H 1.11 -1.40 2.12
H 2.67 -1.36 2.95
H 1.25 -1.35 5.07
C -2.04 1.53 -1.74
C -3.04 2.24 -1.72
C -4.11 3.18 -1.67
C -4.12 4.19 -0.69
C -5.16 5.10 -0.61
C -6.22 5.04 -1.51
C -6.23 4.05 -2.49
C -5.19 3.14 -2.57
H -3.30 4.22 0.01
H -5.15 5.86 0.15
H -7.04 5.75 -1.45
H -7.04 4.00 -3.20
H -5.18 2.38 -3.34
C -5.34 3.41 3.85
C -4.89 2.30 2.94
C -5.61 1.99 1.79
C -5.18 1.00 0.92
C -5.99 0.73 -0.32
C -3.99 0.31 1.20
C -3.52 -0.66 0.18
O -2.40 -1.09 0.09
C -3.25 0.60 2.37
C -1.97 -0.09 2.76
C -3.73 1.60 3.21
H -6.34 3.76 3.59
H -4.65 4.26 3.79
H -5.35 3.08 4.89
H -6.51 2.54 1.56
H -6.88 1.37 -0.32
H -6.32 -0.31 -0.39
H -5.41 0.96 -1.22
H -4.28 -0.95 -0.56
H -2.00 -1.16 2.57
H -1.76 0.09 3.81
H -1.13 0.32 2.19
H -3.16 1.83 4.11
```

---

Most stable: arrangement two (next structure +0.1388 hartree)

---

Arrangement one

The following is a quantum chemistry calculation of one molecule with the formula C2H4FNS2, from the OMol25 dataset.

Computed properties:
- Frontier orbital gap: 0.338 hartree
- LUMO: 0.019 Ha
- Molecular weight: 125.2 Da
- E_HOMO: -8.7 eV
- Charge: 0
- Structure (SMILES): FCC(=S)NS

Structure (XYZ):
```
10
C2H4FNS2 (the ωB97M-V functional and the def2-TZVPD basis)
C -0.35 -0.22 -0.35
C -0.91 0.22 -1.71
H 0.52 0.73 2.45
H 0.99 1.25 -0.60
H -0.75 -0.50 -2.48
H -1.99 0.41 -1.54
N 0.72 0.52 0.05
F -0.28 1.40 -2.14
S 1.49 0.22 1.58
S -1.10 -1.35 0.50
```

---

Arrangement two

The following is a quantum chemistry calculation of one molecule with the formula C2H4FNS2, from the OMol25 dataset.

Computed properties:
- Frontier orbital gap: 0.319 hartree
- LUMO: 0.002 Ha
- Molecular weight: 125.2 Da
- E_HOMO: -8.6 eV
- Charge: 0
- Structure (SMILES): FCC(=S)NS

Structure (XYZ):
```
10
C2H4FNS2 (the ωB97M-V functional and the def2-TZVPD basis)
C -0.49 0.33 -0.05
C -1.96 0.13 0.25
H 2.28 0.29 -0.85
H -0.42 -1.39 -0.15
H -2.34 1.03 -0.37
H -2.31 0.45 1.31
N 0.25 -0.75 -0.14
F -2.39 -1.16 -0.17
S 1.93 -0.98 0.12
S 0.40 1.76 -0.03
```

---

Most stable: arrangement one (next structure +0.0705 hartree)

---

Arrangement one

The following is a quantum chemistry calculation of one molecule with the formula C2HN3O3, from the OMol25 dataset.

Computed properties:
- Frontier orbital gap: 0.420 hartree
- LUMO: -0.014 Ha
- Molecular weight: 115.0 Da
- E_HOMO: -11.8 eV
- Charge: 0
- Structure (SMILES): O=C(O)c1nnon1

Structure (XYZ):
```
9
C2HN3O3 (the ωB97M-V functional and the def2-TZVPD basis)
C -1.41 -0.22 -0.02
C 0.11 -0.08 -0.15
H -2.64 1.51 -0.12
N 0.94 -1.18 -0.11
N 2.08 -0.66 0.02
N 0.69 1.09 -0.03
O -1.73 1.14 -0.02
O -2.13 -1.14 0.13
O 1.91 0.69 0.14
```

---

Arrangement two

The following is a quantum chemistry calculation of one molecule with the formula C2HN3O3, from the OMol25 dataset.

Computed properties:
- Frontier orbital gap: 0.358 hartree
- LUMO: -0.047 Ha
- Molecular weight: 115.0 Da
- E_HOMO: -11.0 eV
- Charge: 0
- Structure (SMILES): [H]/N=c1/nnoc(=O)o1

Structure (XYZ):
```
9
C2HN3O3 (the ωB97M-V functional and the def2-TZVPD basis)
C 0.39 0.10 0.85
C -0.70 0.36 -1.17
H 1.55 1.25 1.41
N 1.27 0.34 1.80
N -0.01 -1.25 0.76
N -0.39 -1.82 -0.17
O -0.62 -0.96 -1.50
O -1.04 1.00 -2.07
O -0.45 0.97 0.08
```

---

Arrangement three

The following is a quantum chemistry calculation of C2HN3O3 as an isolated structure, from the OMol25 dataset.

Computed properties:
- Frontier orbital gap: 0.378 hartree
- LUMO: -0.030 Ha
- Molecular weight: 115.0 Da
- E_HOMO: -11.1 eV
- Charge: 0

Structure (XYZ):
```
9
C2HN3O3 (the ωB97M-V functional and the def2-TZVPD basis)
C 1.51 -0.74 -0.82
C -1.16 1.05 0.93
H 1.13 -1.43 -1.91
N 0.29 -0.58 0.22
N -1.05 -0.89 -0.28
N -1.81 -0.06 0.17
O 2.55 -0.09 -0.58
O -1.65 1.83 1.63
O 0.19 0.90 0.65
```

---

Most stable: arrangement one (next structure +0.0237 hartree)

---

Arrangement one

The following is a quantum chemistry calculation of C5H11N2O as an isolated structure, from the OMol25 dataset.

Computed properties:
- Frontier orbital gap: 0.189 hartree
- LUMO: 0.082 Ha
- Molecular weight: 115.2 Da
- E_HOMO: -2.9 eV
- Charge: -1

Structure (XYZ):
```
19
C5H11N2O (the ωB97M-V functional and the def2-TZVPD basis)
C 2.22 0.84 -0.56
O 3.45 1.29 -0.27
C 1.11 1.09 0.54
C -0.17 0.51 0.16
C -1.55 0.63 0.94
N -0.48 -1.73 0.59
C -1.72 -1.56 0.43
N -2.49 -0.42 0.47
H 2.32 -0.27 -0.75
H 1.77 1.23 -1.52
H 1.56 0.79 1.50
H 1.05 2.19 0.67
H -0.16 -0.64 0.67
H -0.28 0.30 -0.91
H -1.22 0.56 1.97
H -2.05 1.56 0.68
H -0.71 -1.74 -2.52
H -0.22 -2.27 -2.32
H -2.43 -2.36 0.22
```

---

Arrangement two

The following is a quantum chemistry calculation of C5H11N2O as an isolated structure, from the OMol25 dataset.

Computed properties:
- Frontier orbital gap: 0.244 hartree
- LUMO: 0.153 Ha
- Molecular weight: 115.2 Da
- E_HOMO: -2.5 eV
- Charge: -1

Structure (XYZ):
```
19
C5H11N2O (the ωB97M-V functional and the def2-TZVPD basis)
C 0.16 -1.27 -1.08
O 1.35 -1.30 -0.33
C -0.99 -0.46 -0.40
C -0.45 0.17 0.86
C 0.53 1.32 0.49
C -0.09 2.50 0.24
N 1.81 0.91 0.45
N -2.00 -1.54 -0.02
H -0.05 -2.34 -1.18
H 0.32 -0.84 -2.08
H -1.45 0.08 -1.23
H -1.23 0.55 1.51
H 0.00 -0.66 1.42
H 0.45 3.41 -0.01
H -1.15 2.68 0.25
H 1.59 -0.35 -0.03
H 2.47 1.68 0.45
H -2.68 -1.08 0.58
H -2.47 -1.90 -0.84
```

---

Most stable: arrangement two (next structure +0.1669 hartree)